Record 1
ORCA calculation (ωB97M-V/def2-TZVPD) on 2 unconnected molecules or ions with the total composition C15H29BrI2O6PS in a non-equilibrium geometry.

Values from the calculation:
E_LUMO (Ha): 0.071
Largest force on an atom (eV/Å): 1.5
Total charge: -1
E_HOMO (eV): -2.70

Each line ends with the Mulliken charge.
CARTESIAN COORDINATES (ANGSTROEM)
C1 -0.023 0.215 -5.662  -0.683
O1 1.351 0.339 -5.393  -0.412
C2 1.611 0.522 -4.006  -0.516
C3 1.595 1.978 -3.584  -0.636
C4 1.599 2.031 -2.037  -0.143
C5 0.150 1.983 -1.544  -1.473
C6 0.028 1.634 -0.067  0.371
O2 0.518 0.292 0.088  0.006
C7 1.167 0.004 1.283  0.939
C8 1.169 -1.530 1.426  -1.333
O3 -0.104 -2.031 1.117  -0.235
C9 -0.085 -3.441 0.937  -0.815
C10 -1.468 -3.987 1.302  -0.787
C11 -1.536 -4.402 2.757  -0.048
C12 -1.311 -3.283 3.741  -0.991
Br1 -3.318 -5.173 3.081  -0.199
P1 2.934 0.522 1.319  0.580
O4 3.604 0.111 -0.067  -0.521
O5 3.553 -0.479 2.404  -0.556
S1 3.355 2.353 1.792  -0.381
C13 -1.398 1.728 0.430  -0.852
I1 -2.862 0.939 -0.888  0.023
C14 -1.809 2.249 1.599  0.640
C15 -3.208 2.389 2.097  -1.325
I2 -0.421 3.067 2.974  -0.015
H1 -0.138 0.201 -6.743  0.271
H2 -0.432 -0.723 -5.279  0.281
H3 -0.594 1.068 -5.289  0.279
H4 2.577 0.065 -3.795  0.313
H5 0.869 -0.048 -3.438  0.317
H6 0.682 2.449 -3.939  0.277
H7 2.482 2.448 -4.000  0.316
H8 2.062 1.107 -1.702  -0.061
H9 2.113 2.915 -1.669  0.470
H10 -0.357 2.929 -1.726  0.342
H11 -0.347 1.225 -2.139  0.508
H12 0.641 2.369 0.453  0.483
H13 0.657 0.402 2.161  -0.016
H14 1.533 -1.837 2.407  0.440
H15 1.888 -1.923 0.691  0.428
H16 0.666 -3.865 1.611  0.474
H17 0.169 -3.686 -0.094  0.404
H18 -1.730 -4.801 0.632  0.422
H19 -2.167 -3.171 1.128  0.343
H20 -0.818 -5.194 2.948  0.361
H21 -2.060 -2.501 3.658  0.359
H22 -0.339 -2.819 3.586  0.125
H23 -1.318 -3.673 4.754  0.414
H24 4.029 0.919 -0.386  0.338
H25 4.167 0.031 2.944  0.352
H26 -3.185 2.207 3.172  0.370
H27 -3.528 3.432 1.931  0.258
H28 -3.876 1.661 1.663  0.466
O6 -4.554 4.951 0.746  -1.092
H29 -4.180 5.831 0.615  0.119



Record 2
ORCA calculation (ωB97M-V/def2-TZVPD) on a molecular structure, C15H29BrIN2O3.

Values from the calculation:
E_LUMO (Ha): -0.176
Largest force on an atom (eV/Å): 1.0
Total charge: +1
E_HOMO (eV): -12.21

Each line ends with the Mulliken charge.
CARTESIAN COORDINATES (ANGSTROEM)
C1 3.818 -2.198 -0.161  -1.016
C2 3.754 -0.930 -0.960  0.811
O1 4.194 0.125 -0.613  -0.543
O2 3.134 -1.081 -2.175  -0.370
C3 2.152 -0.103 -2.483  -1.168
C4 1.116 0.082 -1.362  -0.857
C5 -0.311 0.267 -1.896  0.439
C6 -1.340 -0.876 -1.632  0.476
C7 -0.825 -2.315 -1.443  -1.413
C8 -0.878 -3.212 -2.673  -0.028
C9 -0.772 -4.683 -2.300  -1.315
Br1 0.537 -2.743 -3.932  -0.093
C10 -2.078 -0.413 -0.333  -1.064
C11 -1.490 0.942 0.032  -0.689
N1 -1.026 1.479 -1.276  -0.698
C12 -0.312 2.788 -1.162  -0.773
I1 -2.764 1.927 -2.445  0.412
H1 3.435 -1.984 0.838  0.311
H2 3.237 -2.995 -0.618  0.284
H3 4.858 -2.510 -0.056  0.356
H4 2.639 0.859 -2.678  0.270
H5 1.684 -0.432 -3.406  0.575
H6 1.412 0.969 -0.810  0.609
H7 1.159 -0.730 -0.634  0.278
H8 -0.258 0.514 -2.958  0.532
H9 -2.028 -0.928 -2.477  0.523
H10 0.173 -2.353 -1.000  0.379
H11 -1.498 -2.801 -0.729  0.410
H12 -1.807 -3.025 -3.213  0.380
H13 -0.091 -4.810 -1.453  0.308
H14 -1.753 -5.070 -2.018  0.355
H15 -0.375 -5.279 -3.120  0.440
H16 -3.165 -0.424 -0.418  0.356
H17 -1.839 -1.093 0.486  0.518
H18 -0.564 0.738 0.579  0.304
H19 -2.071 1.667 0.592  0.576
H20 0.674 2.639 -0.736  0.382
H21 -0.887 3.411 -0.479  0.400
H22 -0.253 3.260 -2.138  0.357
C13 -0.593 3.350 3.157  0.061
O3 -1.075 3.001 2.083  -0.557
N2 -0.767 2.695 4.309  0.106
C14 -0.179 3.158 5.555  -0.916
C15 -1.576 1.488 4.316  -0.878
H23 0.025 4.254 3.252  0.273
H24 0.494 2.405 5.966  0.348
H25 -0.956 3.373 6.289  0.349
H26 0.386 4.068 5.370  0.290
H27 -1.146 0.733 3.656  0.230
H28 -2.590 1.702 3.976  0.297
H29 -1.613 1.095 5.328  0.384



Record 3
ORCA calculation (ωB97M-V/def2-TZVPD) on 4 unconnected molecules or ions with the total composition C15H29F4N2O5S2 in a non-equilibrium geometry.

Values from the calculation:
E_LUMO (Ha): 0.084
Largest force on an atom (eV/Å): 6.0
Total charge: -1
E_HOMO (eV): -5.05

Each line ends with the Mulliken charge.
CARTESIAN COORDINATES (ANGSTROEM)
C1 5.134 1.318 -0.997  -1.176
C2 3.618 1.015 -0.487  -0.012
C3 2.977 -0.243 -1.295  -0.670
C4 1.389 -0.086 -1.489  0.492
C5 0.512 -0.907 -0.418  0.066
C6 -1.033 -1.116 -0.899  -0.586
C7 -1.951 0.161 -0.484  -0.944
N1 -1.380 1.410 -1.061  0.403
C8 -1.366 2.548 -0.115  0.611
S1 -2.956 2.813 0.844  -0.218
N2 -0.993 3.869 -0.696  -0.599
C9 -0.966 4.797 0.195  0.400
S2 -1.066 6.097 1.202  -0.276
C10 -0.220 2.227 1.014  0.322
O1 1.014 2.452 0.836  -0.665
O2 -0.636 1.693 2.217  -0.632
C11 -1.906 1.736 -2.384  0.553
F1 -2.410 0.570 -3.077  -0.323
F2 -3.048 2.628 -2.357  -0.367
C12 -0.770 2.320 -3.400  0.404
F3 -1.230 3.411 -4.172  -0.301
F4 -0.356 1.236 -4.259  -0.287
H1 5.740 0.359 -1.112  0.286
H2 5.084 1.940 -1.960  0.291
H3 5.614 1.973 -0.179  0.338
H4 3.595 0.828 0.644  0.307
H5 3.031 1.980 -0.728  0.072
H6 3.471 -0.194 -2.340  0.278
H7 3.216 -1.242 -0.802  0.060
H8 1.158 1.036 -1.347  -0.642
H9 1.101 -0.324 -2.570  0.307
H10 0.546 -0.423 0.628  0.023
H11 0.956 -1.974 -0.410  0.028
H12 -1.475 -2.095 -0.489  0.168
H13 -0.995 -1.249 -2.038  0.325
H14 -3.062 -0.008 -0.756  0.242
H15 -1.942 0.144 0.671  0.390
H16 -3.343 1.619 1.441  0.130
H17 0.166 2.561 -2.774  0.130
C13 -4.134 -4.079 0.021  -0.458
O3 -2.897 -4.412 -0.591  -0.476
H18 -4.200 -2.995 0.114  0.160
H19 -4.961 -4.439 -0.598  0.246
H20 -4.188 -4.531 1.015  0.266
H21 -2.864 -5.374 -0.662  0.279
C14 2.898 -4.506 0.473  -0.578
O4 2.794 -3.216 1.055  -0.426
H22 2.705 -4.425 -0.597  0.232
H23 3.905 -4.902 0.630  0.292
H24 2.160 -5.175 0.924  0.265
H25 2.968 -3.314 1.999  0.251
C15 -1.866 0.914 5.413  -0.428
O5 -0.623 1.591 5.449  -0.567
H26 -2.188 0.712 6.436  0.260
H27 -2.612 1.541 4.916  0.177
H28 -1.754 -0.031 4.874  0.188
H29 -0.362 1.758 4.528  0.387



Record 4
ORCA calculation (ωB97M-V/def2-TZVPD) on 2 unconnected molecules or ions with the total composition C15H29FIN4O5P3S in a non-equilibrium geometry.

Values from the calculation:
E_LUMO (Ha): -0.115
Largest force on an atom (eV/Å): 3.2
Total charge: 0
E_HOMO (eV): -4.65

Each line ends with the Mulliken charge.
CARTESIAN COORDINATES (ANGSTROEM)
N1 3.875 -4.605 -2.717  -0.452
P1 3.646 -3.148 -3.645  -0.064
O1 4.299 -3.462 -5.150  -0.393
N2 1.905 -2.982 -3.743  0.339
C1 0.939 -3.510 -4.557  -0.503
P2 1.154 -4.649 -5.989  0.056
O2 1.968 -3.712 -7.147  -0.451
I1 2.624 -6.543 -5.411  -0.114
C2 -0.423 -2.966 -4.041  0.303
C3 -0.903 -4.164 -3.105  0.005
O3 -0.210 -5.098 -2.938  -0.410
N3 -2.173 -4.154 -2.396  -0.082
C4 -3.144 -5.019 -2.988  0.519
O4 -3.459 -6.047 -2.599  -0.360
F1 -3.746 -4.512 -4.112  -0.233
C5 -0.063 -1.637 -3.268  -0.230
P3 -0.933 -1.232 -1.662  0.135
S1 -0.567 0.643 -1.247  -0.382
C6 1.380 -2.071 -2.725  -1.063
H1 3.215 -4.675 -1.947  0.212
H2 4.838 -4.680 -2.400  0.245
H3 5.098 -3.993 -4.979  0.300
H4 1.838 -2.788 -6.870  0.366
H5 -1.227 -2.888 -4.806  0.481
H6 -2.597 -3.225 -2.359  0.141
H7 -0.081 -0.708 -3.866  0.575
H8 -0.365 -1.995 -0.598  0.083
H9 -2.344 -1.389 -1.722  0.083
H10 1.359 -2.540 -1.723  0.288
H11 1.968 -1.144 -2.857  0.537
C7 -2.342 2.181 4.630  -1.691
C8 -1.731 2.752 3.335  1.307
C9 -2.010 4.263 3.261  -1.263
C10 -1.222 5.123 4.251  -0.653
C11 0.128 4.514 4.644  -1.353
C12 0.703 3.509 3.630  1.564
N4 -0.289 2.449 3.417  0.798
O5 0.109 1.533 2.601  -0.641
C13 1.947 2.895 4.288  -1.847
C14 1.144 4.243 2.358  -1.575
C15 -2.476 2.118 2.158  -1.644
H12 -2.188 1.102 4.690  0.409
H13 -3.419 2.363 4.674  0.379
H14 -1.897 2.626 5.523  0.354
H15 -1.792 4.618 2.250  0.352
H16 -3.078 4.450 3.404  0.574
H17 -1.069 6.113 3.812  0.339
H18 -1.814 5.289 5.155  0.338
H19 0.845 5.318 4.828  0.528
H20 0.007 4.012 5.609  0.365
H21 1.675 2.316 5.173  0.432
H22 2.640 3.677 4.604  0.397
H23 2.485 2.236 3.605  0.392
H24 1.887 5.006 2.604  0.384
H25 0.321 4.747 1.848  0.316
H26 1.607 3.562 1.643  0.404
H27 -3.540 2.358 2.214  0.391
H28 -2.395 1.031 2.157  0.346
H29 -2.104 2.491 1.201  0.368